1 | 20
Properties=species:S:1:pos:R:3 method="wB97M-V/def2-TZVPD" smiles="C[C@@H]1C=CC=N[C@@H]1B(O)O" homo_energy_ha=-0.3232 orbital_gap_ev=9.08
C -0.333 -0.706 -1.642
C 0.769 -0.058 -0.754
C 1.542 -1.306 -0.336
C 1.148 -1.994 0.736
C 0.000 -1.513 1.562
N -0.475 -0.349 1.456
C 0.205 0.664 0.489
B -0.774 1.868 0.300
O -0.401 2.987 1.049
O -1.938 1.761 -0.361
H -0.986 -1.359 -1.047
H 0.185 -1.081 -2.544
H -1.072 0.151 -1.711
H 1.210 0.607 -1.392
H 2.372 -1.622 -1.064
H 1.589 -2.897 1.209
H -0.540 -2.273 2.154
H 1.007 1.003 1.100
H -0.997 3.733 0.732
H -2.511 2.383 0.065


2 | 20
Properties=species:S:1:pos:R:3 method="wB97M-V/def2-TZVPD" homo_energy_ha=-0.3104 orbital_gap_ev=8.67
C -2.573 0.676 -0.215
C -1.358 -0.149 -0.306
C -0.940 -0.886 0.742
C 0.108 -1.905 0.742
N 1.050 -2.138 -0.081
C 1.304 -1.364 -1.172
C 1.612 -0.095 -1.122
B 1.684 0.907 0.093
O 1.915 0.496 1.315
O 1.432 2.247 -0.089
H -2.085 1.795 -0.437
H -2.968 0.720 0.836
H -3.476 0.589 -0.907
H -0.934 -0.060 -1.303
H -1.413 -0.668 1.699
H 0.046 -2.554 1.649
H 1.410 -1.953 -2.047
H 1.773 0.287 -2.095
H 1.679 1.213 2.009
H 1.733 2.843 0.688


So which one wins? Going from most stable to least: 1, 2.


1 | 18
Properties=species:S:1:pos:R:3 method="wB97M-V/def2-TZVPD" smiles="C#C/C(O)=[NH+]/C(C)C" homo_energy_ha=-0.5525 orbital_gap_ev=10.02 charge=+1
C -1.410 -4.227 -0.426
C -1.029 -3.066 -0.196
C -0.683 -1.677 -0.463
O -1.063 -1.278 -1.621
N -0.084 -0.783 0.339
C -0.130 0.664 0.024
C 1.231 0.936 -0.744
C -0.322 1.388 1.297
H -1.851 -5.183 -0.279
H -1.066 -1.933 -2.350
H 0.187 -1.144 1.228
H -0.913 0.999 -0.765
H 2.126 0.779 -0.012
H 1.384 0.315 -1.727
H 1.337 2.013 -0.824
H -1.322 1.251 1.521
H 0.039 2.310 1.112
H 0.286 1.023 2.050


2 | 18
Properties=species:S:1:pos:R:3 method="wB97M-V/def2-TZVPD" homo_energy_ha=-0.4612 orbital_gap_ev=7.66 charge=+1
C 1.852 -1.945 0.578
C -2.650 -0.574 -0.213
C -0.881 0.866 0.725
C -1.564 1.657 -0.292
C -2.372 0.572 0.467
C 2.457 -0.037 -0.884
N 1.655 -0.828 0.062
O -3.026 -1.541 -0.622
H 2.674 -2.515 0.159
H 1.204 -2.565 1.256
H -0.039 0.190 0.578
H -0.745 1.301 1.766
H -1.922 2.692 -0.166
H -1.360 1.369 -1.264
H -3.017 0.683 1.323
H 1.643 0.475 -1.418
H 3.029 -0.599 -1.649
H 3.062 0.800 -0.407


So which one wins? Going from most stable to least: 1, 2.


1 | 11
Properties=species:S:1:pos:R:3 method="wB97M-V/def2-TZVPD" homo_energy_ha="-0.5034 / -0.5036" orbital_gap_ev="7.87 / 7.88" charge=+1
C 1.106 0.224 -1.170
C -1.040 0.235 -0.398
N -1.644 -0.488 -2.625
N 0.377 0.233 -0.093
N -0.937 -0.169 -1.782
Cl 0.520 -1.198 3.400
Br 2.942 0.210 -1.403
H -1.533 -0.643 0.147
H -1.569 1.217 -0.401
H 0.689 0.386 0.831
H 1.090 -0.007 3.493


2 | 11
Properties=species:S:1:pos:R:3 method="wB97M-V/def2-TZVPD" homo_energy_ha="-0.5529 / -0.5461" orbital_gap_ev="9.36 / 7.09" charge=+1
C -1.405 -0.140 -0.026
C 0.517 -0.751 -0.806
N -0.876 -0.991 -0.793
N -0.563 0.655 0.681
N 0.689 0.348 0.247
Cl 1.735 1.771 -0.168
Br -3.379 0.138 0.117
H 1.070 -1.600 -0.437
H 0.893 -0.235 -1.791
H -0.915 1.449 1.182
H 2.234 -0.643 1.794


So which one wins? Going from most stable to least: 1, 2.


1 | 8
Properties=species:S:1:pos:R:3 method="wB97M-V/def2-TZVPD" smiles=C.S homo_energy_ha=-0.3596 orbital_gap_ev=10.68
C 0.816 -1.346 0.141
H -0.269 -1.422 0.199
H 1.232 -1.966 0.938
H 1.216 -0.344 0.272
H 1.058 -1.804 -0.813
S -1.636 2.554 -0.680
H -1.224 1.291 -0.546
H -1.194 3.038 0.489


2 | 8
Properties=species:S:1:pos:R:3 method="wB97M-V/def2-TZVPD" smiles=C.S homo_energy_ha=-0.3603 orbital_gap_ev=10.37
C 0.922 2.097 -0.395
H 1.074 1.737 0.629
H -0.115 1.847 -0.673
H 1.165 3.150 -0.505
H 1.484 1.523 -1.154
S -1.293 -3.327 0.397
H -1.442 -4.664 0.484
H -1.794 -2.363 1.217


So which one wins? Going from most stable to least: 1, 2.


1 | 22
Properties=species:S:1:pos:R:3 method="wB97M-V/def2-TZVPD" homo_energy_ha="-0.4548 / -0.4548" orbital_gap_ev="7.43 / 7.43" charge=+1
C 1.329 2.748 -0.316
C 1.810 1.345 -0.789
C 1.006 0.211 -0.493
N -0.260 0.364 -0.167
C -1.316 -0.592 0.065
C -2.670 0.106 0.009
N -1.232 -1.823 0.181
C -0.551 -2.911 0.499
C 0.512 -2.903 1.283
Cl 1.244 -1.553 1.987
H 0.764 2.518 0.637
H 0.635 3.311 -0.984
H 2.108 3.324 -0.110
H 2.835 1.159 -0.314
H 2.173 1.170 -1.793
H 1.343 -0.822 -0.785
H -0.608 1.320 -0.324
H -2.792 0.480 -1.069
H -2.912 0.948 0.599
H -3.475 -0.651 0.257
H -0.818 -3.879 0.156
H 0.874 -3.871 1.470


2 | 22
Properties=species:S:1:pos:R:3 method="wB97M-V/def2-TZVPD" homo_energy_ha="-0.4531 / -0.4085" orbital_gap_ev="6.95 / 3.62" charge=+1
C -0.465 -0.769 -0.148
C 0.263 -0.639 1.160
C 1.193 1.407 0.149
C 0.624 0.837 1.404
C 0.850 0.890 -1.051
C -1.983 -0.553 -3.360
C 1.560 0.987 2.599
N -0.089 -0.096 -1.197
N -1.483 -1.621 -0.227
Cl -1.668 -2.036 -3.982
H -0.333 -1.040 1.979
H 1.192 -1.217 1.098
H 1.893 2.224 0.214
H -0.301 1.394 1.623
H 1.266 1.248 -1.981
H -2.871 -0.388 -2.770
H 2.496 0.463 2.424
H 1.097 0.582 3.494
H 1.782 2.037 2.775
H -1.357 0.279 -3.638
H -1.708 -2.234 0.540
H -1.958 -1.754 -1.106


So which one wins? Going from most stable to least: 1, 2.


1 | 10
Properties=species:S:1:pos:R:3 method="wB97M-V/def2-TZVPD" smiles="Br/N=C1/C=NS[C@@H]1Br" homo_energy_ha=-0.3382 orbital_gap_ev=8.32
Br 0.725 2.888 -1.115
N 0.049 1.752 0.331
C -0.049 0.532 0.173
C -0.466 -0.207 1.478
N -0.696 -1.485 1.327
S -0.647 -2.048 -0.187
C 0.065 -0.442 -0.909
Br 1.870 -0.749 -1.698
H -0.327 0.158 2.510
H -0.526 -0.400 -1.912


2 | 10
Properties=species:S:1:pos:R:3 method="wB97M-V/def2-TZVPD" homo_energy_ha=-0.3382 orbital_gap_ev=8.61
C -0.080 0.319 -1.339
C -0.504 0.096 0.955
C 0.450 0.078 -0.053
N -1.375 0.231 -1.402
N 1.857 0.134 0.377
S -1.978 0.160 0.129
Br 2.659 -1.531 0.338
Br 2.903 1.460 -0.472
H 0.474 0.331 -2.277
H -0.151 0.051 1.899


So which one wins? Going from most stable to least: 1, 2.


1 | 16
Properties=species:S:1:pos:R:3 method="wB97M-V/def2-TZVPD" homo_energy_ha=-0.2722 orbital_gap_ev=8.41
C 0.715 0.005 -0.566
C -0.632 -0.003 0.063
N 1.363 -1.297 0.747
N -1.498 -0.996 -0.538
N -1.157 1.341 0.247
N 1.477 1.135 -0.485
H 0.856 -0.611 -1.450
H -0.181 -0.505 1.052
H -2.250 -1.250 0.091
H -2.083 1.510 -0.133
H 2.460 1.036 -0.686
H 1.079 -2.255 0.547
H 1.905 -1.074 1.580
H -1.899 -0.665 -1.410
H -1.168 1.616 1.221
H 1.015 2.012 -0.279


2 | 16
Properties=species:S:1:pos:R:3 method="wB97M-V/def2-TZVPD" smiles="NC(N)N.C=N" homo_energy_ha=-0.3426 orbital_gap_ev=10.34
N 0.528 1.030 -0.547
C 0.903 0.044 0.467
N 2.315 0.136 0.777
N 0.494 -1.284 0.076
H 1.025 0.846 -1.414
H 0.780 1.961 -0.233
H 0.349 0.307 1.378
H 2.869 -0.249 0.017
H 2.528 -0.398 1.611
H -0.531 -1.261 -0.162
H 1.006 -1.565 -0.759
C -2.606 -0.292 -0.201
N -2.289 0.745 -0.859
H -2.305 -0.494 0.844
H -3.395 -0.920 -0.605
H -1.669 1.393 -0.391


3 | 16
Properties=species:S:1:pos:R:3 method="wB97M-V/def2-TZVPD" smiles=CN(C)N(N)N homo_energy_ha=-0.3165 orbital_gap_ev=9.81
C 1.434 -0.841 -0.753
N 0.733 0.207 0.053
C 0.128 1.267 -0.838
N -0.391 -0.605 0.880
N -0.783 0.140 1.979
N -1.352 -0.790 -0.030
H 0.832 -1.247 -1.540
H 2.242 -0.337 -1.246
H 1.816 -1.471 0.007
H 0.995 1.653 -1.216
H -0.559 0.780 -1.665
H -0.313 2.091 -0.411
H -0.475 1.126 2.087
H -0.616 -0.310 2.888
H -1.922 0.021 -0.198
H -1.769 -1.685 0.004


So which one wins? Going from most stable to least: 2, 1, 3.


1 | 87
Properties=species:S:1:pos:R:3 method="wB97M-V/def2-TZVPD" homo_energy_ha=-0.2956 orbital_gap_ev=6.97
Ti -0.337 1.363 0.582
F 6.403 -0.429 1.601
C 5.331 0.257 1.206
C 4.374 0.647 2.128
F 4.525 0.325 3.414
C 3.268 1.357 1.704
F 2.349 1.682 2.620
C 3.065 1.700 0.371
S 1.660 2.615 -0.157
C 4.041 1.285 -0.526
F 3.911 1.549 -1.834
C 5.161 0.577 -0.128
F 6.075 0.193 -1.024
O -0.300 2.856 4.640
C -0.231 4.170 4.353
C -0.007 5.024 5.436
C 0.080 6.386 5.249
C -0.053 6.938 3.975
C -0.276 6.103 2.904
C -0.374 4.715 3.068
C -0.609 3.884 1.881
O -0.551 2.564 2.016
N -0.854 4.408 0.734
N -0.979 3.424 -0.245
C -1.410 3.914 -1.352
S -1.650 2.968 -2.800
C -2.689 4.213 -3.604
C -2.116 5.571 -3.260
S -1.807 5.616 -1.474
H -0.408 2.350 3.818
H 0.097 4.578 6.415
H 0.257 7.028 6.102
H 0.024 8.006 3.828
H -0.378 6.501 1.903
H -3.713 4.111 -3.245
H -2.660 4.015 -4.675
H -2.818 6.371 -3.491
H -1.182 5.749 -3.793
C 2.427 -6.103 -1.387
O 1.207 -5.646 -0.830
C 0.273 -5.153 -1.685
C -0.922 -4.720 -1.105
C -1.917 -4.167 -1.883
C -1.740 -4.057 -3.264
C -0.588 -4.563 -3.841
C 0.437 -5.083 -3.062
N -2.712 -3.543 -4.191
N -3.331 -2.485 -4.011
C -3.008 -1.587 -2.937
C -3.977 -1.308 -2.013
C -3.742 -0.468 -0.906
C -2.516 0.126 -0.767
O -2.153 0.933 0.221
C -1.523 -0.105 -1.751
N -0.351 0.549 -1.522
C 0.620 0.422 -2.398
C 0.468 -0.336 -3.572
C -0.702 -1.004 -3.807
C -1.748 -0.930 -2.860
H 3.032 -6.445 -0.552
H 2.952 -5.297 -1.906
H 2.263 -6.934 -2.077
H -1.051 -4.826 -0.035
H -2.831 -3.832 -1.413
H -0.492 -4.531 -4.920
H 1.336 -5.443 -3.541
H -4.941 -1.790 -2.121
H -4.506 -0.301 -0.160
H 1.536 0.957 -2.184
H 1.286 -0.376 -4.278
H -0.832 -1.580 -4.714
O -2.734 -1.545 2.207
S -1.510 -1.314 2.912
O -1.547 -0.933 4.287
N -0.549 -0.272 2.052
C 0.459 -0.894 1.471
O 1.118 -0.221 0.631
C 0.636 -2.309 1.844
C 1.632 -3.198 1.487
C 1.552 -4.489 1.993
C 0.501 -4.868 2.823
C -0.504 -3.971 3.175
C -0.407 -2.693 2.671
H 2.434 -2.895 0.828
H 2.307 -5.215 1.726
H 0.463 -5.882 3.200
H -1.323 -4.263 3.818


2 | 87
Properties=species:S:1:pos:R:3 method="wB97M-V/def2-TZVPD" homo_energy_ha=-0.2912 orbital_gap_ev=6.50
Ti 0.002 0.701 -1.910
F 6.510 3.174 -2.977
C 5.182 3.088 -3.035
C 4.508 2.143 -2.281
F 5.176 1.306 -1.488
C 3.133 2.088 -2.366
F 2.481 1.152 -1.638
C 2.370 2.922 -3.165
S 0.637 2.791 -3.231
C 3.081 3.854 -3.916
F 2.430 4.691 -4.728
C 4.460 3.942 -3.854
F 5.106 4.850 -4.586
O -3.728 -2.158 -4.936
C -4.217 -2.030 -3.697
C -5.389 -2.728 -3.399
C -5.957 -2.636 -2.147
C -5.373 -1.850 -1.153
C -4.208 -1.170 -1.434
C -3.613 -1.248 -2.697
C -2.352 -0.551 -2.944
O -1.734 -0.017 -1.911
N -1.813 -0.484 -4.116
N -0.554 0.091 -4.027
C 0.106 0.032 -5.136
S 1.821 0.283 -5.184
C 1.877 0.465 -6.984
C 0.914 -0.558 -7.557
S -0.641 -0.441 -6.635
H -2.892 -1.654 -5.013
H -5.832 -3.334 -4.179
H -6.870 -3.179 -1.937
H -5.828 -1.775 -0.175
H -3.731 -0.557 -0.681
H 2.901 0.277 -7.305
H 1.593 1.480 -7.259
H 1.308 -1.569 -7.456
H 0.693 -0.357 -8.604
C 1.824 1.397 11.540
O 0.845 2.105 10.801
C 0.844 1.957 9.455
C -0.152 2.664 8.772
C -0.246 2.589 7.402
C 0.662 1.798 6.690
C 1.647 1.098 7.369
C 1.748 1.170 8.752
N 0.660 1.648 5.282
N -0.205 2.304 4.687
C -0.278 2.138 3.290
C -1.114 3.043 2.672
C -1.326 3.088 1.284
C -0.673 2.167 0.503
O -0.745 2.062 -0.804
C 0.169 1.199 1.120
N 0.699 0.333 0.225
C 1.508 -0.611 0.664
C 1.811 -0.743 2.024
C 1.264 0.120 2.941
C 0.404 1.151 2.505
H 1.643 1.637 12.583
H 2.834 1.712 11.265
H 1.727 0.318 11.394
H -0.840 3.267 9.350
H -1.013 3.134 6.873
H 2.343 0.494 6.803
H 2.526 0.618 9.259
H -1.619 3.755 3.311
H -1.979 3.826 0.840
H 1.924 -1.278 -0.078
H 2.476 -1.535 2.337
H 1.490 0.022 3.991
O 1.429 -5.258 -3.541
S 0.431 -4.250 -3.733
O -0.328 -4.239 -4.947
N 1.086 -2.740 -3.496
C 0.569 -2.190 -2.452
O 0.885 -0.979 -2.091
C -0.437 -2.987 -1.685
C -1.134 -2.674 -0.529
C -2.057 -3.599 -0.056
C -2.277 -4.799 -0.720
C -1.568 -5.120 -1.873
C -0.654 -4.195 -2.324
H -0.985 -1.733 -0.023
H -2.627 -3.374 0.837
H -3.014 -5.493 -0.335
H -1.730 -6.053 -2.397


So which one wins? Going from most stable to least: 2, 1.